DFT (the ωB97M-V functional and the def2-TZVPD basis) results for one molecule with the formula C4H8O2.

Geometry as XYZ:
```
14
Properties=species:S:1:pos:R:3:lowdin_charge:R:1
C 1.719 -0.779 -0.818 -0.06
C 1.023 0.153 0.166 -0.45
O 1.381 1.488 -0.069 -0.03
C -0.484 -0.061 0.022 -0.12
O -1.132 1.060 -0.034 -0.05
C -2.285 -0.078 0.611 0.02
H 1.512 -1.822 -0.558 0.08
H 2.799 -0.611 -0.806 0.08
H 1.352 -0.597 -1.834 0.08
H 1.286 -0.147 1.198 0.15
H 0.551 1.998 -0.029 0.08
H -2.752 -0.495 -0.274 0.08
H -2.861 0.740 1.058 0.08
H -2.111 -0.849 1.366 0.07
```

- 2S+1: 1
- HOMO energy: -7.99 eV
- HOMO-LUMO gap: 0.3168 hartree
- ΔE to the lowest compared entry with this formula, charge and spin: 553.7 kJ/mol
- Lowest unoccupied orbital energy: 0.63 eV
- Net charge: 0


DFT (the ωB97M-V functional and the def2-TZVPD basis) results for C11H13BN6O4S2Y as an isolated structure at a distorted geometry.

Geometry as XYZ:
```
38
Properties=species:S:1:pos:R:3:lowdin_charge:R:1
Y -0.460 0.535 -0.073 1.32
C 0.777 0.156 -4.378 -0.06
C -0.173 -0.087 -3.382 -0.16
N 0.401 -0.177 -2.190 -0.06
N 1.733 0.016 -2.384 -0.03
C 1.975 0.206 -3.689 -0.09
B 2.761 -0.071 -1.215 -0.50
N 2.709 1.187 -0.291 -0.03
C 3.661 2.107 -0.070 -0.08
C 3.209 2.995 0.890 -0.06
C 1.931 2.525 1.211 -0.14
N 1.642 1.443 0.505 -0.07
N 2.426 -1.319 -0.359 -0.04
C 3.157 -2.417 -0.108 -0.09
C 2.428 -3.246 0.718 -0.07
C 1.220 -2.557 0.920 -0.13
N 1.229 -1.396 0.275 -0.01
H 0.614 0.300 -5.435 0.09
H -1.249 -0.132 -3.451 0.11
H 2.987 0.368 -4.030 0.12
H 3.879 -0.152 -1.687 0.12
H 4.594 2.059 -0.612 0.11
H 3.721 3.857 1.289 0.09
H 1.194 2.929 1.889 0.11
H 4.145 -2.520 -0.530 0.11
H 2.724 -4.203 1.117 0.08
H 0.361 -2.824 1.520 0.10
C -2.715 -1.889 0.715 -0.12
C -1.647 -0.929 1.255 -0.52
O -1.416 -0.949 2.468 -0.10
H -3.179 -2.475 1.514 0.06
H -2.258 -2.563 -0.023 0.06
H -3.475 -1.312 0.175 0.06
O -2.945 3.602 -0.904 -0.37
S -1.860 2.676 -0.802 0.03
O -2.246 1.262 -1.225 -0.54
O -1.392 2.448 0.628 -0.53
S -0.210 3.109 -1.829 0.23
```

- 2S+1: 1
- HOMO energy: -4.19 eV
- HOMO-LUMO gap: 0.2527 hartree
- Lowest unoccupied orbital energy: 2.68 eV
- Net charge: -1


DFT (the ωB97M-V functional and the def2-TZVPD basis) results for an isolated ion of composition C6H12NO and charge -1 at a distorted geometry.

Geometry as XYZ:
```
20
Properties=species:S:1:pos:R:3:lowdin_charge:R:1
C -2.279 -1.173 0.598 -0.50
O -3.281 -1.721 -0.105 -0.40
C -1.788 0.130 -0.363 -0.20
C -0.673 1.046 0.344 -0.20
C 0.742 0.630 0.059 -0.36
C 1.420 0.010 1.009 -0.19
N 2.691 -0.447 0.768 0.03
C 1.331 0.694 -1.268 -0.09
H -1.344 -1.852 0.572 0.09
H -2.527 -0.654 1.496 0.04
H -1.309 -0.212 -1.363 0.08
H -2.534 0.648 -0.959 0.06
H -1.030 2.035 -0.046 0.09
H -0.988 0.767 1.463 0.12
H 0.985 -0.115 2.009 0.12
H 3.013 -1.301 0.953 0.02
H 3.286 -0.128 0.027 0.07
H 0.527 0.340 -1.948 0.07
H 1.984 -0.246 -1.542 0.11
H 1.774 1.548 -1.701 0.05
```

- SMILES: C/C(=C\N)CCC[O-]
- 2S+1: 1
- HOMO energy: -1.89 eV
- HOMO-LUMO gap: 0.1989 hartree
- ΔE to the lowest compared entry with this formula, charge and spin: 245.3 kJ/mol
- Lowest unoccupied orbital energy: 3.52 eV
- Net charge: -1


DFT (the ωB97M-V functional and the def2-TZVPD basis) results for C41H29O5PSSbTl as an isolated structure.

Geometry as XYZ:
```
79
Properties=species:S:1:pos:R:3:lowdin_charge:R:1
Tl 0.709 0.608 -0.552 0.73
O 4.600 -1.578 4.047 0.04
C 3.882 -0.952 3.288 -0.32
C 2.383 -0.871 3.356 -0.34
O 1.676 -1.358 4.231 0.03
C 1.957 -0.134 2.162 -0.35
C 3.108 0.252 1.392 -0.34
O 3.029 0.822 0.272 -0.13
C 4.333 -0.154 2.096 -0.32
O 5.491 0.079 1.782 0.04
O 0.775 0.099 1.796 -0.14
C -3.629 0.620 -4.805 -0.11
C -3.603 1.878 -4.213 -0.10
C -3.202 2.020 -2.890 -0.08
C -2.834 0.906 -2.135 -0.37
C -2.845 -0.349 -2.743 -0.11
C -3.234 -0.491 -4.073 -0.09
P -2.436 0.981 -0.333 1.05
C -4.134 1.142 0.371 -0.36
C -4.217 1.393 1.746 -0.11
C -5.444 1.497 2.383 -0.10
C -6.622 1.327 1.662 -0.12
C -6.554 1.033 0.308 -0.11
C -5.319 0.940 -0.333 -0.09
C -1.773 2.684 -0.181 -0.45
C -2.563 3.811 0.073 -0.13
C -1.977 5.070 0.135 -0.12
C -0.607 5.194 -0.063 -0.12
C 0.171 4.063 -0.302 -0.14
C -0.377 2.779 -0.351 -0.25
H -3.946 0.509 -5.836 0.09
H -3.905 2.750 -4.782 0.09
H -3.168 3.005 -2.438 0.10
H -2.522 -1.214 -2.170 0.06
H -3.219 -1.472 -4.533 0.10
H -3.300 1.512 2.315 0.11
H -5.484 1.697 3.448 0.10
H -7.584 1.425 2.152 0.09
H -7.464 0.873 -0.260 0.09
H -5.285 0.714 -1.393 0.10
H -3.634 3.712 0.219 0.09
H -2.586 5.944 0.338 0.08
H -0.142 6.174 -0.022 0.08
H 1.244 4.192 -0.433 0.09
S -0.017 -2.053 -0.821 -0.14
Sb -0.336 -4.356 -0.213 1.25
C -1.655 -5.579 0.987 -0.35
C -3.019 -5.573 0.688 -0.15
C -3.938 -6.154 1.554 -0.11
C -3.503 -6.718 2.747 -0.11
C -2.152 -6.706 3.064 -0.10
C -1.231 -6.135 2.191 -0.11
C 1.475 -4.869 0.776 -0.37
C 2.324 -5.886 0.345 -0.13
C 3.530 -6.107 1.003 -0.11
C 3.891 -5.314 2.087 -0.09
C 3.049 -4.296 2.520 -0.06
C 1.845 -4.073 1.864 -0.11
C -0.199 -5.647 -1.925 -0.36
C 0.751 -5.331 -2.897 -0.14
C 0.849 -6.088 -4.059 -0.10
C -0.019 -7.153 -4.273 -0.12
C -0.985 -7.458 -3.323 -0.11
C -1.072 -6.709 -2.152 -0.13
H -3.371 -5.105 -0.228 0.10
H -4.993 -6.148 1.309 0.09
H -4.218 -7.151 3.435 0.09
H -1.813 -7.131 4.001 0.10
H -0.177 -6.132 2.446 0.09
H 2.050 -6.507 -0.501 0.09
H 4.195 -6.892 0.660 0.09
H 4.837 -5.480 2.588 0.10
H 3.333 -3.658 3.350 0.10
H 1.211 -3.250 2.187 0.10
H 1.408 -4.480 -2.747 0.10
H 1.599 -5.841 -4.802 0.10
H 0.057 -7.743 -5.179 0.09
H -1.672 -8.280 -3.492 0.09
H -1.817 -6.967 -1.406 0.08
```

- 2S+1: 1
- HOMO energy: -0.92 eV
- HOMO-LUMO gap: 0.1786 hartree
- Lowest unoccupied orbital energy: 3.94 eV
- Net charge: -2


DFT (the ωB97M-V functional and the def2-TZVPD basis) results for a 2-piece molecular cluster, C14H16 overall at a distorted geometry.

Geometry as XYZ:
```
30
Properties=species:S:1:pos:R:3:lowdin_charge:R:1
C -1.610 -2.410 -1.669 -0.08
C -3.023 1.141 0.361 -0.13
C -3.425 -0.144 0.791 -0.09
C -2.268 1.281 -0.748 -0.09
C -2.920 -1.301 0.225 -0.06
C -1.883 0.056 -1.451 -0.08
C -2.186 -1.170 -0.974 -0.33
H -3.170 2.019 1.038 0.12
H -4.050 -0.298 1.741 0.12
H -1.727 2.239 -0.974 0.11
H -3.163 -2.261 0.635 0.10
H -1.256 0.210 -2.432 0.14
H -0.617 -2.375 -2.163 0.06
H -2.346 -2.710 -2.501 0.10
H -1.636 -3.286 -0.905 0.10
C 1.221 -1.159 -0.355 -0.05
C 1.746 0.057 0.420 -0.23
C 2.479 -0.041 1.640 -0.08
C 1.936 1.331 -0.186 -0.06
C 3.312 0.961 2.164 -0.09
C 2.893 2.298 0.231 -0.13
C 3.499 2.214 1.455 -0.11
H 2.057 -1.815 -0.617 0.09
H 0.871 -0.808 -1.323 0.05
H 2.434 -0.999 2.175 0.11
H 1.363 1.661 -1.134 0.12
H 4.063 0.734 3.017 0.12
H 2.960 3.195 -0.406 0.10
H 4.004 3.098 1.883 0.10
H 0.442 -1.717 0.064 0.04
```

- SMILES: Cc1ccccc1.Cc1ccccc1
- 2S+1: 1
- HOMO energy: -8.78 eV
- HOMO-LUMO gap: 0.3552 hartree
- ΔE to the lowest compared entry with this formula, charge and spin: 179.2 kJ/mol
- Lowest unoccupied orbital energy: 0.88 eV
- Net charge: 0


DFT (the ωB97M-V functional and the def2-TZVPD basis) results for one molecule with the formula C8H16BrOP at a distorted geometry.

Geometry as XYZ:
```
27
Properties=species:S:1:pos:R:3:lowdin_charge:R:1
C 0.090 -0.575 -0.552 -0.33
C 0.899 0.862 -0.124 -0.55
C -0.765 -0.875 0.599 -0.44
C -0.492 -0.568 -1.978 -0.06
C 2.418 0.643 -0.247 -0.09
C 0.186 2.040 -0.719 -0.17
C -0.391 -2.078 1.427 -0.09
C -2.222 -0.441 0.351 -0.07
O 1.278 0.202 2.757 -0.39
P 0.411 0.701 1.714 0.50
Br -0.417 2.753 2.219 0.37
H 0.853 -1.366 -0.617 0.13
H -1.167 0.315 -2.194 0.10
H -0.891 -1.509 -2.170 0.06
H 0.307 -0.431 -2.675 0.07
H 2.951 1.409 0.289 0.06
H 2.724 0.421 -1.333 0.10
H 2.728 -0.367 0.301 0.11
H 0.550 2.960 -0.245 0.04
H -0.865 1.903 -0.576 0.03
H 0.449 2.051 -1.793 0.10
H 0.687 -2.160 1.571 0.07
H -0.507 -3.045 0.904 0.09
H -0.970 -1.998 2.380 0.10
H -2.896 -0.752 1.178 0.08
H -2.561 -0.815 -0.632 0.07
H -2.386 0.722 0.164 0.11
```

- SMILES: CC1(C)[C@H](C)C(C)(C)[P@]1(=O)Br
- 2S+1: 1
- HOMO energy: -8.37 eV
- HOMO-LUMO gap: 0.3121 hartree
- ΔE to the lowest compared entry with this formula, charge and spin: 125.9 kJ/mol
- Lowest unoccupied orbital energy: 0.12 eV
- Net charge: 0


DFT (the ωB97M-V functional and the def2-TZVPD basis) results for one molecule with the formula C3H2N2 at a distorted geometry.

Geometry as XYZ:
```
7
Properties=species:S:1:pos:R:3:lowdin_charge:R:1
C -0.532 -0.705 -0.862 -0.22
C 0.633 -0.618 -0.012 -0.18
C 0.649 0.583 0.866 -0.22
H 0.575 -1.553 0.698 0.16
H 1.617 -0.745 -0.502 0.13
N -1.575 -0.636 -1.406 0.16
N 0.619 1.598 1.385 0.16
```

- SMILES: N#CCC#N
- 2S+1: 1
- HOMO energy: -12.20 eV
- HOMO-LUMO gap: 0.4619 hartree
- ΔE to the lowest compared entry with this formula, charge and spin: 29.1 kJ/mol
- Lowest unoccupied orbital energy: 0.37 eV
- Net charge: 0


DFT (the ωB97M-V functional and the def2-TZVPD basis) results for one molecule with the formula C5H8O.

Geometry as XYZ:
```
14
Properties=species:S:1:pos:R:3:lowdin_charge:R:1
C -0.271 1.075 -1.485 -0.06
C 0.610 0.327 -0.500 -0.44
O 0.793 1.199 0.598 -0.05
C -0.026 -1.051 -0.113 -0.15
C -0.421 -1.089 1.294 -0.15
C -0.656 -1.018 2.473 0.12
H -1.286 1.153 -1.083 0.09
H 0.124 2.085 -1.626 0.08
H -0.311 0.572 -2.457 0.08
H 1.586 0.118 -0.963 0.13
H 0.957 0.680 1.397 0.07
H -0.903 -1.247 -0.743 0.12
H 0.685 -1.862 -0.304 0.12
H -0.880 -0.941 3.514 0.03
```

- SMILES: C#CC[C@@H](C)O
- 2S+1: 1
- HOMO energy: -10.01 eV
- HOMO-LUMO gap: 0.4039 hartree
- ΔE to the lowest compared entry with this formula, charge and spin: 208.5 kJ/mol
- Lowest unoccupied orbital energy: 0.98 eV
- Net charge: 0


Q: The lowest HOMO energy belongs to which entry?
A: C3H2N2


Q: Which value of lowest unoccupied orbital energy does entry 6 give?
A: 0.12 eV